[1]
DFT (wB97M-V/def2-TZVPD) results for the molecule C5H7NO in a non-equilibrium geometry.

The geometry in XYZ format:
```
14
Properties=species:S:1:pos:R:3:forces:R:3:mulliken_charge:R:1
C 1.482 0.382 0.867 1.9 -0.6 -0.4 -1.1951
C 0.547 -0.632 0.252 -0.4 0.1 2.1 0.1211
C 0.362 -0.478 -1.205 3.0 0.2 -1.1 -0.6344
C -0.641 0.085 -0.277 0.2 -2.0 -1.8 -0.1902
O -1.933 -0.461 -0.518 0.1 -0.7 0.0 -0.3921
C -2.868 0.191 0.049 -0.9 1.1 1.0 0.5513
N -3.644 0.861 0.589 0.2 -0.5 -0.4 -0.4535
H 2.176 -0.103 1.584 -0.1 0.2 -0.6 0.3044
H 1.047 1.188 1.441 -0.4 0.3 -0.2 0.3337
H 2.049 0.749 -0.041 -0.1 0.3 1.6 0.2539
H 0.573 -1.615 0.720 -0.6 0.2 -0.3 0.4178
H 1.221 0.168 -1.603 -1.8 -0.9 -0.1 0.2194
H 0.247 -1.448 -1.686 -0.6 0.6 -0.3 0.2483
H -0.617 1.114 -0.171 -0.4 1.9 0.4 0.4155
```
Positions in Å, forces in eV/Å.

Values from the calculation:
highest occupied orbital energy: -10.35 eV
energy: -8833.114 eV
2S+1: 1
net charge: 0
relative energy (zero: lowest compared OMol25 entry of this formula, charge and spin): 71.2 kcal per mole
LUMO: 0.89 eV

=====

[2]
DFT (wB97M-V/def2-TZVPD) results for a cluster of 6 separate species, CH14O5 in total in a non-equilibrium geometry.

The geometry in XYZ format:
```
20
Properties=species:S:1:pos:R:3:forces:R:3:mulliken_charge:R:1
C -1.007 0.882 1.437 0.4 1.0 0.5 -0.6251
H -0.104 0.283 1.560 -0.2 -0.1 0.0 0.2506
H -1.249 0.981 0.387 -0.3 -0.3 -0.1 -0.1238
H -1.832 0.546 2.060 0.0 -0.3 -0.3 0.2838
H -0.771 1.895 1.790 0.1 -0.2 -0.1 0.2709
O 1.292 0.323 -1.321 -0.4 -0.2 0.2 -0.6263
H 0.337 0.357 -1.199 -0.2 0.1 0.6 0.3242
H 1.278 0.396 -2.269 0.6 0.1 -0.8 0.2927
O 2.401 -3.884 -1.362 -0.1 0.0 0.2 -0.6256
H 2.911 -3.465 -2.043 0.5 -0.1 -1.1 0.3090
H 2.352 -3.136 -0.773 -0.5 0.2 0.8 0.3151
O -5.865 0.503 0.214 -0.5 -0.3 0.1 -0.6263
H -6.810 0.552 0.415 0.2 -0.2 -0.1 0.3183
H -5.601 1.418 0.192 0.3 0.5 0.0 0.3079
O 6.039 -0.740 2.411 -0.4 -0.7 0.0 -0.6378
H 5.886 -1.444 3.060 0.3 0.3 0.1 0.3209
H 5.492 -1.064 1.683 0.2 0.4 -0.1 0.3170
O -1.338 1.558 -1.986 -0.5 0.4 0.3 -0.6089
H -1.493 1.956 -2.846 0.1 -0.1 -0.3 0.2839
H -1.918 2.083 -1.409 0.3 -0.3 -0.1 0.2795
```
Positions in Å, forces in eV/Å.

Values from the calculation:
highest occupied orbital energy: -11.22 eV
energy: -11501.164 eV
2S+1: 1
net charge: 0
relative energy (zero: lowest compared OMol25 entry of this formula, charge and spin): 28.5 kcal per mole
LUMO: 0.25 eV

=====

[3]
DFT (wB97M-V/def2-TZVPD) results for the molecule C19H25N3O4S.

The geometry in XYZ format:
```
52
Properties=species:S:1:pos:R:3:forces:R:3:mulliken_charge:R:1
C 4.373 1.173 1.452 -0.1 0.0 -0.4 -1.0615
C 4.266 1.486 -0.036 0.3 0.2 0.3 -0.4889
O 3.558 0.493 -0.755 -0.4 -0.3 -0.2 -0.5065
C 2.195 0.413 -0.649 -0.2 -0.1 -0.1 0.7766
C 1.383 1.321 -0.004 0.2 -0.1 0.0 -0.3786
C -0.015 1.192 0.044 -0.1 -0.8 -0.4 -0.2955
N -0.671 2.240 0.693 0.1 0.3 -0.1 -0.0802
C -1.833 2.405 1.394 -0.2 -0.1 0.0 0.3395
S -1.986 3.847 2.207 -0.1 0.7 0.4 -0.4514
N -2.776 1.462 1.392 0.4 -0.2 -0.3 0.0980
C -3.982 1.550 2.184 -0.1 -0.2 0.3 -1.4661
C -3.854 0.778 3.457 0.3 0.8 0.4 0.6155
C -3.249 1.088 4.639 -0.3 0.0 -0.5 -0.3217
C -3.403 -0.048 5.471 -0.2 -0.5 -0.2 -0.4373
C -4.085 -0.962 4.731 0.3 0.0 0.8 -0.4781
O -4.361 -0.474 3.510 -0.2 -0.1 -0.5 -0.3427
C -0.583 0.088 -0.598 0.2 0.3 0.1 0.6413
O -1.950 -0.148 -0.606 0.5 0.0 0.3 -0.7952
C -2.591 0.037 -1.864 -0.3 0.3 -0.4 -0.3711
C -2.631 1.501 -2.284 0.1 -0.3 0.2 -0.9940
C 0.233 -0.838 -1.240 0.0 0.0 0.0 -0.6608
C 1.606 -0.698 -1.286 -0.2 0.2 0.1 -0.3308
N 2.456 -1.598 -1.929 0.4 0.3 0.2 -0.1440
C 2.131 -2.666 -2.714 0.6 0.1 0.0 0.5055
O 0.998 -3.004 -2.969 -0.3 -0.1 -0.1 -0.6568
C 3.366 -3.386 -3.236 -0.2 -0.3 -0.2 -0.4231
C 2.989 -4.580 -4.102 0.0 0.2 0.1 -1.2763
H 3.390 1.126 1.913 0.0 0.0 0.1 0.3446
H 4.863 0.213 1.595 0.1 -0.1 0.0 0.3231
H 4.958 1.944 1.945 0.1 0.1 0.1 0.3696
H 3.818 2.472 -0.200 0.0 -0.1 -0.1 0.3295
H 5.261 1.483 -0.490 -0.2 0.1 0.0 0.3584
H 1.815 2.181 0.484 0.1 0.0 0.1 0.3301
H -0.066 3.038 0.855 -0.3 -0.1 0.0 0.2074
H -2.608 0.615 0.857 0.0 0.1 0.0 0.2424
H -4.153 2.607 2.411 -0.1 -0.3 -0.1 0.5577
H -4.815 1.152 1.600 0.0 0.1 0.0 0.3125
H -2.763 2.011 4.880 0.1 0.2 0.0 0.5008
H -3.055 -0.162 6.477 0.0 -0.1 0.2 0.4091
H -4.426 -1.954 4.950 -0.1 -0.1 -0.1 0.4577
H -2.088 -0.563 -2.630 -0.1 0.0 0.1 0.3455
H -3.602 -0.351 -1.715 0.1 0.0 -0.1 0.3683
H -1.621 1.878 -2.433 0.1 0.1 0.0 0.2450
H -3.117 2.104 -1.520 -0.1 0.1 0.0 0.1982
H -3.182 1.599 -3.214 0.0 0.0 -0.1 0.4485
H -0.223 -1.688 -1.720 0.0 0.0 0.0 0.7020
H 3.434 -1.371 -1.808 -0.1 -0.2 -0.1 0.2639
H 3.963 -3.712 -2.381 0.0 0.1 0.0 0.3371
H 3.964 -2.675 -3.813 0.0 0.0 0.1 0.3252
H 3.880 -5.084 -4.467 0.1 0.0 0.0 0.3889
H 2.394 -5.285 -3.527 0.0 -0.1 0.0 0.3117
H 2.394 -4.254 -4.951 0.0 0.0 -0.1 0.3068
```
Positions in Å, forces in eV/Å.

Values from the calculation:
highest occupied orbital energy: -7.68 eV
energy: -43604.265 eV
2S+1: 1
net charge: 0
relative energy (zero: lowest compared OMol25 entry of this formula, charge and spin): 61.6 kcal per mole
LUMO: 0.52 eV

=====

[4]
DFT (wB97M-V/def2-TZVPD) results for a cluster of 8 separate species, C18H40Cl12NO5P in total in a non-equilibrium geometry.

The geometry in XYZ format:
```
77
Properties=species:S:1:pos:R:3:forces:R:3:mulliken_charge:R:1
C -3.518 -0.832 6.629 1.2 0.4 0.1 -0.6815
O -4.513 -0.044 7.310 -0.6 -1.2 0.1 -0.3322
P -5.891 -0.826 7.670 -1.1 -0.2 -3.4 1.0077
O -6.748 -1.185 6.471 1.8 0.4 2.4 -0.6833
O -6.587 0.161 8.661 0.3 -1.0 0.6 -0.2902
C -6.825 1.463 8.245 -0.1 2.2 0.7 -0.6856
O -5.369 -1.979 8.565 0.0 -1.7 1.6 -0.2291
C -6.135 -3.044 9.291 -0.6 1.3 -1.9 -0.6607
H -2.597 -0.911 7.208 -0.2 0.1 0.8 0.2658
H -3.142 -0.279 5.768 -0.7 -0.2 -0.4 0.2889
H -3.791 -1.868 6.429 -0.5 0.3 -0.4 0.3087
H -6.161 1.821 7.459 -0.3 -0.4 -0.4 0.3198
H -6.560 2.089 9.097 -0.1 0.1 0.1 0.2599
H -7.882 1.646 8.051 0.1 -0.2 -0.4 0.2592
H -6.971 -3.302 8.640 0.1 -0.3 -0.2 0.3388
H -6.641 -2.625 10.160 0.8 -0.1 0.4 0.2725
H -5.479 -3.909 9.389 0.0 0.5 0.4 0.2414
C 7.957 -1.224 -4.421 -1.4 1.9 0.7 -0.8462
N 7.961 -1.345 -5.863 0.3 -1.1 -0.6 -0.1655
C 7.003 -1.005 -6.793 -1.9 2.2 1.7 0.6908
C 7.356 -1.408 -8.165 0.1 -1.1 -1.1 -1.0816
O 5.938 -0.386 -6.561 2.2 -1.5 0.2 -0.6422
H 8.574 -1.822 -3.751 0.5 -0.4 -1.1 0.3345
H 6.962 -1.338 -3.990 -0.3 -0.3 -0.5 0.2906
H 8.144 -0.174 -4.194 0.4 0.1 0.3 0.2961
H 8.800 -1.690 -6.307 -0.1 -0.1 0.4 0.2051
H 7.736 -2.427 -8.091 0.0 -0.2 -0.4 0.3369
H 8.126 -0.832 -8.678 0.0 0.3 0.3 0.2812
H 6.458 -1.418 -8.782 0.1 0.1 0.1 0.3002
Cl 2.121 0.567 0.215 -0.2 0.4 -0.5 -0.1681
C 1.424 0.676 -1.420 0.4 0.0 -1.4 -0.3727
C 1.125 -0.671 -2.031 0.8 -0.5 -0.2 -0.4485
Cl 0.178 -1.683 -0.938 -0.7 -0.2 -0.3 -0.1830
H 2.120 1.096 -2.146 0.7 0.2 0.5 0.2687
H 0.591 1.367 -1.544 -0.3 -0.3 1.0 0.3139
H 1.995 -1.282 -2.271 0.5 0.3 0.7 0.2631
H 0.764 -0.543 -3.052 -1.1 0.1 0.3 0.3264
Cl 8.503 3.330 6.669 0.2 0.5 0.3 -0.1778
C 8.751 1.578 6.486 -0.5 0.2 0.0 -0.4129
C 8.720 1.288 5.000 0.0 -0.6 0.1 -0.4279
Cl 10.234 1.827 4.217 -0.3 0.1 -0.1 -0.1794
H 7.890 1.146 6.997 0.1 -0.3 -0.2 0.2606
H 9.657 1.296 7.021 0.0 0.0 -0.4 0.3224
H 7.842 1.767 4.567 0.3 0.3 -0.1 0.3224
H 8.613 0.228 4.770 0.2 -0.1 0.3 0.2926
Cl -2.307 -5.552 -7.880 -0.9 -1.4 0.0 -0.1967
C -3.473 -7.006 -7.701 -0.2 0.7 -0.1 -0.4117
C -4.292 -7.270 -8.988 0.8 0.6 0.3 -0.4287
Cl -5.410 -5.973 -9.444 -0.2 0.6 0.2 -0.1783
H -4.061 -6.755 -6.819 -0.2 0.1 -0.3 0.3107
H -2.901 -7.891 -7.420 0.3 0.2 -0.4 0.3049
H -4.953 -8.136 -8.948 0.6 -0.2 0.3 0.3097
H -3.587 -7.305 -9.818 -0.1 -0.5 0.1 0.2902
Cl -4.685 4.240 0.842 -0.1 -0.5 0.5 -0.1675
C -3.952 5.207 -0.434 -0.4 0.6 -0.1 -0.3631
C -4.582 4.921 -1.777 -0.8 0.4 -0.6 -0.4486
Cl -4.661 3.196 -2.114 0.2 -0.5 -0.4 -0.1704
H -2.874 5.048 -0.436 -0.2 0.1 0.1 0.2999
H -4.248 6.207 -0.114 0.6 0.2 -0.4 0.2522
H -4.130 5.435 -2.625 0.7 -0.2 0.3 0.3222
H -5.608 5.276 -1.868 -0.1 -0.1 0.7 0.2754
Cl -7.506 -6.058 -0.892 0.5 1.6 0.5 -0.1976
C -7.352 -4.295 -0.297 -1.6 0.2 -0.7 -0.4714
C -8.632 -3.450 -0.721 2.7 -0.1 0.2 -0.4037
Cl -10.036 -4.274 -0.175 -1.3 -0.2 0.1 -0.1487
H -6.450 -3.820 -0.682 0.0 -0.4 -0.1 0.3250
H -7.342 -4.290 0.793 0.1 -0.4 -0.2 0.3105
H -8.629 -3.177 -1.776 -0.3 -0.6 -0.1 0.3102
H -8.532 -2.490 -0.215 -0.1 -0.1 0.3 0.2757
Cl 6.006 7.281 0.286 0.3 0.2 -0.9 -0.1941
C 6.955 7.455 -1.290 -0.1 -0.8 1.2 -0.4243
C 6.666 8.741 -1.993 0.1 1.4 0.2 -0.4043
Cl 4.960 8.937 -2.471 0.0 -0.3 -0.3 -0.1772
H 6.747 6.541 -1.847 -0.3 0.3 -0.2 0.3087
H 7.981 7.352 -0.936 0.1 0.5 -0.3 0.2830
H 7.319 8.979 -2.833 -0.2 -0.8 -0.4 0.3264
H 6.837 9.635 -1.394 0.1 -0.4 0.7 0.2817
```
Positions in Å, forces in eV/Å.

Values from the calculation:
highest occupied orbital energy: -9.73 eV
energy: -190601.521 eV
2S+1: 1
net charge: 0
LUMO: 0.46 eV

=====

> The lowest LUMO belongs to which entry?

CH14O5